{"formula": "C2H10I2Si3", "method": "ωB97M-V/def2-TZVPD", "symbols": ["C", "C", "Si", "Si", "Si", "I", "I", "H", "H", "H", "H", "H", "H", "H", "H", "H", "H"], "coordinates": [[-1.649484, -1.303025, -0.316177], [0.186419, 1.851456, 0.183987], [-0.669101, -1.917032, 1.207084], [2.111006, 1.529028, 0.379275], [-0.751466, 0.052525, -1.338307], [1.074101, -0.939688, -2.682649], [-2.355658, 1.203652, -2.861503], [-2.750898, -1.057113, -0.109203], [-1.662277, -2.065527, -1.073404], [-0.319797, 1.744877, 1.120095], [0.181008, 2.700254, -0.556855], [0.037207, -0.667727, 2.043076], [-1.538579, -2.804980, 2.206260], [0.312604, -2.865179, 0.457772], [2.837939, 1.378883, -0.970426], [2.528863, 0.393921, 1.230831], [2.428113, 2.765676, 1.080143]], "atomic_forces_ev_per_a": [[-0.8959, 1.2679, 0.3218], [1.7712, -2.6670, -3.6820], [0.4274, -0.1358, 0.4595], [-1.1503, -0.0789, -0.8522], [0.4266, 2.0275, 2.1982], [-0.4439, 0.1482, 0.3447], [0.4238, -0.3398, 0.3624], [1.6430, 0.0390, -0.2573], [-0.0956, -0.9159, -0.1714], [-0.7338, 0.5800, 0.1448], [-0.8315, -0.5717, 1.3614], [-0.9479, -1.8240, -1.1993], [0.8685, 1.0730, -1.0651], [-0.3800, 0.8027, 1.0317], [-0.5370, 0.2734, 0.8964], [-0.1778, -0.0616, -0.0331], [0.6331, 0.3830, 0.1395]], "e_above_lowest_kcal_mol": 59.2, "homo_lumo_gap_ha": 0.3163}